The following is a quantum chemistry calculation of a molecular structure, C35H54BGeN7O2RuS3, from the Open Molecules 2025 dataset.

```
104
Properties=species:S:1:pos:R:3:mulliken_charge:R:1
H 4.7657 -1.1801 -2.5674 0.443
H 3.5966 1.1081 -0.1379 -0.832
C -1.1660 3.9645 3.0110 -2.076
N -2.8952 -0.0183 0.1696 1.831
H 3.1957 -2.0925 -2.2427 0.172
O -3.2874 -1.5827 -1.5291 -0.507
H -6.6652 -0.0544 2.2816 0.562
C -3.4028 -0.4800 -1.0768 -0.609
B -0.0207 -0.4974 0.7921 0.647
H -3.9068 0.8063 -2.6489 0.296
C 3.1110 3.1702 0.4743 2.221
C -0.6372 -3.3077 -3.2303 -1.802
H -0.3021 -0.9450 -4.4571 0.265
H 3.5637 -0.4823 -1.4369 -0.027
C 2.5133 -3.8809 3.7223 -1.594
C 5.6550 -1.1318 0.1201 -1.548
N -0.2502 -0.5658 -0.7433 1.085
C -0.3210 -0.8199 -3.3502 -0.438
C 4.5555 -2.0253 -0.5320 2.173
C -3.1577 -2.0852 3.1227 -1.237
C -3.2057 1.2411 0.3459 -0.653
C -5.3679 -3.1727 0.7078 -1.032
H 3.3843 3.5206 2.5920 0.422
H 1.8205 1.6159 -4.0706 0.253
C -5.6712 -0.1860 1.7850 -1.069
H -6.0918 -3.9152 0.9683 0.507
C -4.2430 0.6112 -1.6378 -0.659
H 5.8324 -3.2097 -1.6223 0.529
H 2.5490 -3.2099 4.6241 0.322
H -1.5795 -3.7429 -2.9165 0.366
H -0.9020 4.9914 2.8421 0.468
C -0.2779 1.7553 -3.5602 2.083
H -4.9120 0.5681 2.0455 0.130
H -1.6430 2.6358 -5.1027 0.373
C -0.4456 -1.9644 -2.6365 -0.205
C -4.1463 1.7809 -0.6830 -0.787
C 0.8428 1.6990 -4.5925 -1.561
H -5.7034 -2.4823 -0.0625 0.316
H -4.3999 -3.7078 0.3893 0.222
H 4.9378 3.4306 1.6962 0.468
H -7.1292 -2.4320 3.6588 0.400
H 0.9515 2.9856 -2.2058 -0.023
H -2.4647 2.1414 -3.5710 0.375
C 0.8204 3.5184 1.5300 -0.210
H -2.2165 3.8084 2.9340 0.384
C 2.4223 -2.9869 2.5402 0.244
H -3.2461 -1.7530 4.1569 0.505
C 3.7086 2.1568 -0.5145 -0.434
H -5.9167 -0.0979 0.7155 0.230
C 3.0016 4.5715 -0.0844 -1.815
H -0.7539 3.8598 4.0194 0.366
H 4.3398 -4.0678 -1.2311 0.367
C -0.5045 1.6472 2.0357 0.901
C 3.4532 -2.8179 1.6881 -0.499
S -0.1139 -2.1077 3.2105 -0.632
N 1.3220 -1.3706 1.1517 0.133
H 4.7698 2.4471 -0.4767 0.604
S -1.8351 0.8988 2.8494 -0.349
H 4.3703 -3.4304 1.8314 0.301
C -1.6816 1.8340 -4.2259 -1.609
C 1.3313 -2.0684 2.3090 0.900
H -5.0479 2.0302 -0.1464 0.293
O -2.8505 1.9908 1.2661 -0.524
H -0.7267 3.0533 -1.8118 0.057
C -0.0191 3.0015 -2.6624 -1.548
H 2.9139 5.4081 0.6006 0.474
H -5.8567 -1.6990 4.6905 0.332
H -2.9390 -3.1992 3.1632 0.491
C 5.1009 -3.3746 -0.8660 -2.065
C 3.9259 3.0189 1.7902 -1.686
H -5.2582 0.2017 -1.5974 0.377
H 0.0886 -4.0118 -2.8018 0.367
H -3.7781 2.7909 -1.0631 0.347
H 1.6659 -4.5495 3.6419 0.368
N 2.3132 -1.3548 0.2770 0.547
H -0.5357 -3.2886 -4.3371 0.435
H 6.0097 -1.5376 1.0339 0.444
C -0.2601 0.4954 -2.7634 0.166
H 5.6896 -3.8318 -0.1086 0.470
H 3.9912 1.9556 2.0405 0.300
C 4.0014 -1.3816 -1.8109 -1.025
H 3.8713 4.9496 -0.6601 0.408
H 1.0112 4.5904 1.5198 0.374
C -6.0512 -2.4308 3.8572 -1.366
S -0.9978 -3.0182 -0.1200 -0.617
H 6.5248 -1.0965 -0.5089 0.486
Ru -1.8514 -1.3775 1.6443 -0.655
H -5.7871 -3.3782 4.2277 0.437
H 5.3355 -0.1169 0.3715 0.105
H -0.1098 3.9029 -3.2701 0.552
N 0.3395 0.9519 1.2210 0.276
N 1.4632 1.4226 0.6396 -0.090
H 2.1214 4.6971 -0.7728 0.245
H 0.8147 0.8059 -5.2340 0.304
C -0.2894 3.0232 2.1099 0.275
H -2.1058 0.9084 -4.6506 0.323
H 3.4201 -4.5605 3.7009 0.349
C 3.3765 -2.0592 0.5097 -0.140
Ge -5.0723 -2.0302 2.2522 0.713
C -0.5488 -1.8046 -1.2346 1.121
H 3.2592 2.1926 -1.5261 0.009
C 1.7598 2.6634 0.8503 -0.525
N -0.1171 0.5677 -1.4751 -0.394
H 0.8544 2.5838 -5.1606 0.529
```

The HOMO energy (spin up / spin down) is -9.22 / -10.66 eV. Its multiplicity is 6. Its LUMO energy (spin up / spin down) is -3.0605 / -4.2124 eV. As for the energy: -5290.79000 a.u. The total charge is +1.